{"formula": "C32H69F3IN4O8S", "method": "ωB97M-V with the def2-TZVPD basis set", "symbols": ["H", "O", "H", "C", "O", "C", "H", "H", "H", "H", "H", "H", "H", "H", "C", "H", "C", "H", "H", "H", "O", "C", "C", "H", "C", "F", "C", "H", "H", "H", "C", "C", "H", "C", "O", "H", "H", "H", "H", "H", "I", "O", "H", "C", "C", "O", "C", "H", "H", "N", "C", "C", "C", "H", "C", "H", "H", "H", "H", "C", "H", "N", "H", "H", "O", "H", "C", "C", "H", "H", "H", "H", "H", "C", "H", "H", "H", "H", "C", "N", "H", "H", "H", "F", "C", "H", "H", "H", "H", "H", "H", "H", "H", "H", "C", "H", "N", "O", "C", "H", "H", "C", "H", "H", "H", "H", "F", "H", "C", "C", "S", "H", "H", "C", "C", "H", "H", "C"], "xyz": [[4.9759, 1.1427, 6.1661], [5.5251, -0.5095, 8.0690], [-3.2427, -0.7811, 0.5687], [3.6649, 2.6805, 5.9759], [-6.6431, 3.9730, 2.9765], [-7.2859, 0.6987, 0.3655], [0.1084, -4.0806, -2.1598], [6.6117, 1.2177, 8.4420], [-3.1233, 1.5825, -5.2384], [-1.0181, 3.1430, -3.6953], [4.4968, -1.4535, -3.8335], [-8.4934, 1.1844, 2.8429], [7.5488, -0.6371, 7.6197], [3.5746, 1.2351, 8.2549], [1.8985, -3.1431, -1.4105], [1.6043, 2.7138, 5.4765], [0.8063, -3.3034, -2.4924], [-7.0439, 2.6671, 0.7963], [3.5319, 3.6617, 6.4433], [2.4801, -0.3912, 6.7584], [-4.8224, 0.8461, 0.1119], [2.3020, 2.0007, 5.9219], [-4.4041, 1.9262, 0.9285], [2.5674, -0.5851, -5.9310], [-1.3274, 2.2494, -4.2529], [4.9829, 0.9964, -3.6385], [-1.0791, 1.0219, -3.3599], [-4.9483, 2.8471, 0.7067], [1.8477, -2.1475, -0.9675], [3.9803, 2.8637, 4.9455], [2.6293, -3.7285, 0.9428], [-0.4863, -1.4531, -1.3358], [3.6870, -3.6807, 0.6560], [-1.9901, -1.1611, -1.1391], [-1.3681, 0.1953, -6.9441], [-3.3487, 2.1052, 0.7149], [1.9167, 1.7636, 6.9209], [-8.0350, -0.0684, 0.5874], [0.1198, -0.5901, -1.0533], [-1.8496, 0.2633, -3.5186], [2.5265, -5.5916, -3.6959], [2.2450, 0.8509, 5.0975], [2.7904, 0.5573, -4.5862], [-0.2932, -1.3752, -5.1250], [1.3356, -3.8269, -3.8099], [4.7187, -1.8387, -5.7942], [2.8618, -0.4898, -4.8794], [-3.2262, 2.8319, -2.6238], [-5.8790, -0.8613, 0.0748], [2.1512, -2.7694, -4.5151], [4.5449, 1.7126, 8.0618], [3.0714, -1.3931, 1.3550], [4.3420, -0.9336, -4.7878], [-0.0495, -2.3723, -5.4947], [2.7058, -0.3481, 5.6900], [-2.2094, -0.1078, -1.2978], [1.9153, -2.7517, -5.5128], [2.5008, -0.5071, 1.0550], [2.4228, -1.3218, -2.9812], [1.9868, -1.3699, -3.9841], [-2.8841, -2.5260, 0.3113], [4.7652, 2.0037, 6.6524], [3.8523, -1.5551, 0.6041], [-4.1935, 1.6855, -3.2846], [0.6768, -1.1989, -7.5266], [3.5363, -1.1569, 2.3180], [5.6156, 0.7999, 8.6160], [6.5694, -0.8634, 7.1885], [-6.7365, 1.3558, 2.9277], [6.5009, -1.9373, 7.0231], [0.7236, -4.1524, 0.0748], [6.4925, -0.3576, 6.2183], [-8.6913, 3.6844, 2.8164], [-0.0884, -2.0374, -2.7129], [-7.9084, 3.0261, 4.2594], [-6.9142, 4.7765, 1.0603], [4.5648, 2.6513, 8.6237], [-1.3724, -1.3722, -4.9502], [-6.8268, 5.0750, 2.1116], [-3.6968, 2.5436, -3.4699], [5.4706, 0.7119, 9.6955], [2.0313, -5.1491, -0.5531], [-0.2473, -2.2180, -0.5909], [6.5406, -0.0884, -4.6573], [0.3490, 0.4380, -3.4615], [-1.6779, -1.4355, 1.0057], [-4.5117, 1.6948, 1.9910], [3.7825, -0.4846, 5.5492], [-2.5620, -1.7398, -1.8701], [0.5120, -4.1225, -4.4600], [2.1959, -1.1734, 5.1919], [-0.7105, 2.2170, -5.1571], [-2.9110, 3.3198, -5.2471], [2.9041, -3.2333, -1.8466], [-7.7980, 3.1697, 3.1817], [-7.3612, 0.9121, -0.7037], [-7.6566, 1.9139, 1.0781], [2.1872, -2.4899, 1.4633], [0.4735, -1.0447, -3.8237], [0.7410, 0.6092, -6.2213], [0.8821, 0.6237, -2.5235], [-2.4930, -1.5084, 0.2760], [2.5394, -4.4875, 1.7248], [-5.9527, 5.7153, 2.2162], [4.4288, -1.5214, -6.6580], [-1.0307, -2.4247, -3.1172], [5.1266, 1.0624, -5.7919], [3.1367, -3.0498, -4.4928], [-5.9118, 0.0888, 0.6152], [-7.6538, 1.8125, 2.5303], [-0.0944, -0.3818, -6.6084], [-5.7435, -0.1451, 1.6736], [-1.2047, 1.3469, -2.3252], [-2.7946, 2.4276, -4.6233], [5.2742, 0.2699, -4.7246], [0.8865, 1.0410, -4.2005], [-7.7164, 5.6499, 2.3830], [1.7720, -4.1308, -0.2468]], "lowdin_charge": [0.068, -0.193, 0.046, -0.202, -0.194, -0.198, 0.153, 0.123, 0.107, 0.121, 0.166, 0.126, 0.089, 0.105, -0.208, 0.120, -0.303, 0.071, 0.119, 0.090, -0.222, -0.228, -0.094, 0.113, -0.196, 0.160, -0.178, 0.076, 0.098, 0.118, -0.222, -0.138, 0.125, -0.220, -0.305, 0.084, 0.113, 0.120, 0.119, 0.109, 1.040, -0.188, 0.129, -0.174, -0.648, 0.030, -0.057, 0.060, 0.120, 0.068, -0.217, -0.100, -0.266, 0.091, -0.103, 0.078, 0.165, 0.087, 0.157, -0.188, 0.080, -0.051, 0.084, 0.060, -0.352, 0.088, -0.214, -0.118, 0.104, 0.088, 0.123, 0.076, 0.124, -0.171, 0.123, 0.078, 0.125, 0.117, -0.114, 0.011, 0.123, 0.094, 0.100, 0.196, -0.132, 0.081, 0.092, 0.071, 0.111, 0.090, 0.085, 0.091, 0.108, 0.096, -0.214, 0.121, -0.048, -0.187, -0.332, 0.071, 0.129, -0.072, 0.129, 0.088, 0.124, 0.134, 0.171, 0.101, -0.230, -0.216, 0.716, 0.115, 0.103, -0.280, -0.617, 0.089, 0.089, -0.171], "total_energy_ha": -3076.7105, "gap_ev": 6.89, "charge": 1, "lumo_energy_ev": -3.11}

{"formula": "C22H34NO3P3Tc", "method": "ωB97M-V with the def2-TZVPD basis set", "symbols": ["C", "H", "H", "C", "H", "H", "P", "C", "H", "C", "H", "H", "C", "Tc", "H", "C", "C", "C", "C", "C", "H", "H", "H", "H", "H", "H", "O", "C", "C", "H", "O", "P", "C", "C", "C", "H", "H", "H", "H", "H", "C", "H", "P", "H", "O", "H", "C", "H", "C", "H", "H", "H", "H", "H", "H", "N", "C", "C", "C", "H", "H", "H", "C", "H"], "xyz": [[-1.7754, -1.0147, -4.4750], [2.3254, 2.3403, 4.2276], [-3.3722, 0.2817, -5.1068], [0.2825, 2.4885, -3.3424], [2.1694, 1.4725, -3.1718], [-0.0910, 3.5615, -0.5763], [1.4824, 1.7967, -0.9371], [-2.2779, 2.7245, -4.4966], [-0.0547, -4.4120, -3.5380], [0.0135, 0.3729, 4.6927], [-2.2584, -4.3989, -4.6796], [-0.3655, -0.4965, 5.2524], [-1.5923, 3.8427, -4.0705], [0.3448, 0.0068, -0.1840], [0.8698, -4.3538, -0.8858], [-0.0852, -2.4001, 2.9550], [0.3526, -3.4691, -0.4876], [1.4559, -2.2423, -2.7864], [-2.3942, -2.2572, -4.7696], [-1.7223, 1.4239, -4.3485], [2.0614, -1.3938, -3.1100], [-3.3808, -2.2387, -5.2450], [3.6953, 0.8516, -1.0845], [2.8062, -2.2256, 0.7966], [2.2271, 3.2368, -2.7411], [0.0820, -2.6483, 3.9987], [2.0643, 1.5453, 2.2921], [1.8294, 2.5725, 3.2848], [0.1390, -2.2771, -3.5237], [0.3149, -3.5292, 0.6054], [1.1229, -0.0139, 3.8861], [1.1057, 0.0178, 2.2641], [0.9146, 3.3552, -0.1903], [3.2508, 1.6755, -0.5060], [-0.4739, -1.0356, -3.8564], [-0.6677, -3.4488, -0.8843], [-0.7967, 0.7586, 4.0651], [3.3276, 1.4857, 0.5760], [-3.2747, 2.8090, -4.9503], [0.7507, 2.7510, 3.4834], [-0.4158, 1.3178, -3.7493], [-0.9439, -1.7063, 2.8777], [1.2034, -1.9220, -0.9589], [1.5959, 4.1779, -0.4659], [1.0815, -1.7951, 2.3095], [-0.3291, -3.3241, 2.3956], [-1.7696, -3.4456, -4.4534], [0.2005, 4.6173, -3.1116], [1.6391, 2.3112, -2.7113], [3.2229, -3.2290, -0.6511], [3.7444, 2.6238, -0.7798], [-1.0790, 0.2578, -0.9597], [0.3765, 1.1496, 5.3768], [3.5624, -1.4703, -0.6535], [-1.1383, -0.4889, 0.2772], [0.1012, 0.1114, -3.4413], [-0.3262, 3.7342, -3.4795], [-2.3704, 0.2318, -4.6796], [-0.5181, -3.4653, -3.8281], [0.8810, 3.2334, 0.9002], [2.0164, -3.1754, -2.9098], [2.2562, 3.5086, 2.9097], [2.8731, -2.2464, -0.2997], [-2.0333, 4.8449, -4.1844]], "mulliken_spin": [-0.036, 0.000, -0.001, -0.051, 0.001, -0.006, -0.088, 0.033, -0.001, -0.001, 0.000, 0.000, -0.013, 2.853, -0.001, 0.023, 0.073, 0.026, 0.031, 0.005, -0.009, 0.001, -0.001, -0.001, 0.005, 0.002, 0.021, 0.008, -0.028, -0.003, -0.004, 0.053, -0.006, 0.065, -0.019, -0.015, 0.000, 0.007, 0.001, -0.001, 0.029, -0.006, -0.412, -0.003, 0.059, -0.001, -0.009, 0.001, 0.052, 0.006, 0.011, 0.018, 0.000, -0.007, 0.065, 0.103, 0.025, 0.029, 0.024, 0.001, 0.006, 0.002, 0.083, 0.000], "total_energy_ha": -2243.3540, "gap_ev": [4.63, 4.74], "charge": 2, "spin_multiplicity": 4, "lumo_energy_ev": [-8.55, -8.53]}

{"formula": "FH3OSi", "method": "ωB97M-V with the def2-TZVPD basis set", "symbols": ["H", "O", "Si", "H", "H", "F"], "xyz": [[-0.2297, 1.3207, 1.0412], [-1.0619, -0.6497, -0.1396], [0.1376, 0.4153, -0.1570], [0.1740, 0.9144, -1.5746], [-0.5592, -1.6627, 0.6376], [1.5393, -0.3380, 0.1925]], "mulliken_spin": [0.106, 0.927, 0.119, 0.056, 0.770, 0.023], "total_energy_ha": -466.2486, "gap_ev": [7.45, 9.04], "spin_multiplicity": 3, "lumo_energy_ev": [0.92, -4.19]}

{"formula": "C17H33Br2F3N2O6P3Y", "method": "ωB97M-V with the def2-TZVPD basis set", "symbols": ["H", "C", "C", "H", "C", "Br", "C", "H", "H", "H", "O", "F", "H", "C", "H", "H", "C", "C", "N", "H", "H", "O", "P", "H", "N", "C", "O", "P", "C", "F", "C", "O", "H", "H", "H", "H", "H", "H", "Y", "Br", "C", "O", "H", "H", "H", "H", "H", "H", "P", "H", "H", "C", "F", "H", "C", "H", "C", "H", "C", "H", "H", "H", "C", "H", "H", "O", "C"], "xyz": [[-0.2738, 5.4669, -0.7306], [-0.0422, 3.9799, 0.7755], [4.5496, -0.1525, -2.0700], [-0.8040, -2.6829, 2.2760], [-2.1619, -0.3871, -1.4880], [7.3875, -0.0383, -2.1551], [0.0991, 5.1208, 1.7710], [-4.4278, -1.8679, 1.8889], [-1.5871, 1.0009, -3.0502], [-4.1537, -2.7688, 0.3991], [-2.5995, 3.3872, 0.5952], [3.1269, -1.5335, 2.3781], [-1.0212, 2.0906, 3.2549], [4.3390, 0.4475, 0.5773], [-3.6874, -0.2189, -2.9984], [-2.2627, -0.7260, 1.6670], [-1.1435, -3.1244, -1.2131], [5.6004, 0.3824, 0.0155], [3.2254, 0.2297, -0.1219], [-0.4292, 0.9306, -1.7224], [-0.5104, -0.3858, -2.9123], [1.2308, 2.2907, -0.8305], [-1.4153, 2.7720, 1.2592], [-2.3604, -2.6737, 3.0927], [-0.5531, 4.5043, -0.5525], [-2.3909, -4.0085, -1.2607], [-1.4938, 2.8469, 2.8359], [-1.2924, -1.5165, -0.2952], [-1.8792, -2.7710, 2.1179], [1.5586, -3.0260, 2.1907], [0.0636, -3.9263, -0.7230], [2.5771, 4.2407, 0.1044], [-2.7641, -1.7136, -3.1021], [-4.0037, -1.5228, -1.8574], [4.2131, 0.6747, 1.6273], [-2.6321, 0.3538, -0.8359], [0.9842, -3.3500, -0.7745], [-1.5970, 4.3995, -0.4621], [0.9524, 0.1673, 0.9979], [0.2440, 0.1006, 3.6360], [3.3353, -0.0600, -1.4179], [-0.9604, 1.3929, 0.8535], [2.4120, -0.2179, -1.9639], [6.4798, 0.5581, 0.6175], [0.4974, 4.7294, 2.7052], [-0.9268, -2.7874, -2.2344], [-4.3209, -1.0037, 0.3611], [-0.0629, -4.2440, 0.3128], [1.5088, 3.0800, 0.4085], [-0.8705, 5.5706, 1.9925], [-3.2757, -3.4816, -1.6120], [2.1153, -1.9757, 1.5168], [2.8420, -2.5929, 0.4997], [3.1843, 4.3836, 0.8381], [-3.9135, -1.8432, 0.9248], [-2.6099, -4.4250, -0.2776], [-1.1043, 0.3295, -2.3344], [0.7815, 5.8879, 1.3970], [-2.4145, -1.6908, 1.1716], [0.1848, -4.8237, -1.3361], [4.5954, -0.3930, -3.1217], [-0.2147, 3.8874, -1.3011], [-3.2177, -1.0063, -2.4036], [-2.0926, -3.7724, 1.7403], [-2.2076, -4.8488, -1.9355], [1.8948, 2.2810, 1.6234], [5.6953, 0.0737, -1.3293]], "lowdin_charge": [0.161, -0.488, -0.088, 0.034, -0.547, 0.775, -0.073, 0.083, 0.080, 0.062, -0.288, -0.056, -0.047, -0.113, 0.081, 0.070, -0.532, -0.080, -0.036, 0.018, 0.074, -0.335, 0.328, 0.084, 0.165, -0.110, -0.145, 1.049, -0.122, -0.015, -0.120, -0.112, 0.075, 0.054, 0.120, 0.093, 0.049, 0.120, 1.142, 0.102, -0.115, -0.474, 0.117, 0.110, 0.093, 0.096, 0.068, 0.071, 0.274, 0.093, 0.048, -0.608, -0.042, 0.088, -0.102, 0.067, -0.136, 0.081, -0.546, 0.081, 0.108, 0.140, -0.116, 0.067, 0.082, -0.387, -0.676], "total_energy_ha": -7738.9946, "gap_ev": 8.57, "lumo_energy_ev": -0.06}

{"formula": "C8H5N2O4S", "method": "ωB97M-V with the def2-TZVPD basis set", "symbols": ["C", "C", "O", "H", "N", "H", "H", "O", "S", "C", "C", "O", "C", "H", "O", "H", "C", "C", "C", "N"], "xyz": [[-1.9202, -1.4508, -0.8219], [0.0082, -0.0666, -0.2778], [2.1360, -2.4805, 1.5149], [-2.2939, -2.3391, -1.3665], [1.1925, 2.5933, 0.1970], [-0.2737, 1.6631, 0.8960], [0.0320, -1.9122, -1.2891], [2.0036, 1.4563, -0.0032], [2.6272, -2.5052, 0.1636], [1.4655, 0.2125, -0.2648], [1.7057, 3.6823, 0.6606], [2.2029, -0.7273, -0.7003], [-2.7516, -0.3936, -0.2313], [-2.7610, 1.1970, 1.0855], [2.0583, -3.5200, -0.7300], [-3.8192, -0.3187, -0.1330], [-0.5532, -1.2444, -0.8294], [-2.1372, 0.5774, 0.5938], [-0.8119, 0.8136, 0.5225], [1.8901, 4.7631, 1.0135]], "lowdin_charge": [-0.047, -0.085, -0.437, 0.103, -0.064, 0.076, 0.055, 0.002, 0.811, -0.317, -0.482, -0.172, -0.037, 0.062, -0.463, 0.082, -0.029, -0.093, -0.003, 0.037], "total_energy_ha": -1116.4486, "gap_ev": [6.75, 6.75], "charge": -1, "lumo_energy_ev": [2.41, 2.41]}